1.
Below is a molecular structure, C28H44BrN3OsP2, with properties calculated with ωB97M-V with the def2-TZVPD basis set.

```
79
Properties=species:S:1:pos:R:3:forces:R:3:mulliken_spin:R:1
N -5.902 3.960 -5.185 1.6 -2.0 2.8 0.875
C -5.926 4.360 -3.919 -0.7 1.4 0.3 -0.018
C -5.272 3.640 -2.905 0.7 -0.7 -0.4 0.193
C -4.490 2.480 -3.246 -0.5 0.1 -0.9 -0.014
C -4.630 2.035 -4.591 -0.1 0.9 0.4 0.178
C -5.288 2.838 -5.526 -0.2 -0.4 -1.7 -0.016
C -3.449 1.912 -2.387 -1.0 0.7 0.4 0.395
Os -0.710 0.359 -1.415 -0.7 3.5 4.3 1.323
P 4.097 -0.758 -0.851 -1.6 1.0 -0.4 0.614
C -2.254 1.337 -2.900 0.0 0.0 0.0 -0.191
C -0.993 1.960 -2.537 -0.3 0.6 -1.9 0.062
C 0.230 1.396 -3.035 1.5 1.3 -1.3 -0.024
C 1.431 2.247 -2.966 -0.2 0.4 0.6 0.011
C 1.465 3.394 -2.167 -0.2 -2.0 -0.6 -0.017
C 0.359 3.605 -1.293 -1.2 -0.7 -0.3 -0.010
C -0.829 2.871 -1.456 0.7 1.1 0.2 0.072
Br 2.984 4.437 -2.143 0.2 0.5 0.1 -0.004
H -3.514 2.183 -1.326 0.2 0.1 -0.5 0.000
H -2.308 0.789 -3.859 0.2 0.5 0.5 -0.002
H -5.312 4.026 -1.880 -0.1 0.0 -0.5 0.012
H -4.169 1.113 -4.936 -0.1 0.3 -0.2 0.020
H -6.447 5.300 -3.698 0.1 -0.3 0.0 0.025
H -5.284 2.584 -6.587 -0.1 -0.1 0.1 0.026
H 0.224 0.768 -3.930 -0.2 0.0 0.2 0.016
H -1.687 3.117 -0.843 0.1 0.2 -0.1 -0.010
H 2.304 1.975 -3.581 -0.6 0.3 0.3 -0.002
H 0.349 4.367 -0.513 0.4 -0.1 -0.3 0.000
P -0.937 -1.735 -1.785 -0.2 -3.6 -0.8 -0.063
C 4.003 1.071 -0.805 0.8 -0.1 0.6 0.076
C 5.362 1.703 -1.155 0.2 0.2 -0.1 0.028
H 3.720 1.334 0.227 0.0 0.0 -0.3 -0.008
H 3.213 1.389 -1.503 0.2 -0.3 0.3 0.015
H 5.341 2.776 -0.927 0.1 -0.3 -0.1 0.001
H 6.175 1.244 -0.570 -0.3 0.2 -0.2 -0.007
H 5.589 1.585 -2.224 0.0 0.0 0.3 0.000
C 3.466 -1.252 -2.488 0.4 -0.6 -0.2 0.086
C 4.528 -1.988 -3.333 0.1 -0.2 -0.3 0.035
H 3.109 -0.338 -2.992 0.2 -0.3 0.2 0.006
H 2.618 -1.928 -2.291 0.4 0.4 -0.1 0.005
H 4.202 -2.047 -4.381 0.1 0.0 0.3 -0.002
H 5.504 -1.478 -3.305 -0.4 -0.2 -0.1 -0.001
H 4.666 -3.017 -2.967 0.0 0.4 -0.1 0.000
C 2.989 -1.396 0.442 0.3 -0.5 0.2 0.109
C 3.805 -1.917 1.643 0.1 -0.1 0.4 0.030
H 2.400 -2.212 -0.006 0.3 0.3 0.1 -0.007
H 2.321 -0.566 0.723 0.1 -0.2 -0.1 0.023
H 3.195 -2.586 2.262 0.2 0.2 -0.2 0.001
H 4.688 -2.479 1.305 -0.3 0.1 0.2 -0.002
H 4.148 -1.091 2.280 0.0 -0.2 -0.2 -0.001
C -0.416 -2.644 -0.266 0.1 0.5 0.3 0.037
C -1.247 -3.883 0.056 0.0 -0.2 0.0 0.011
H -0.444 -1.941 0.585 0.0 -0.3 -0.3 -0.007
H 0.646 -2.888 -0.424 -0.4 0.0 0.0 0.006
H -2.280 -3.615 0.328 0.3 -0.2 -0.1 0.000
H -1.259 -4.582 -0.793 -0.1 0.1 0.4 -0.001
H -0.789 -4.386 0.920 -0.2 0.0 -0.3 0.001
C 0.234 -2.281 -3.089 0.2 0.3 -0.1 0.032
C -0.374 -2.659 -4.431 0.0 -0.2 -0.2 0.006
H 0.795 -3.106 -2.631 -0.1 0.0 -0.3 0.003
H 0.938 -1.443 -3.251 -0.3 -0.4 0.2 -0.007
H -0.995 -3.560 -4.346 0.1 0.3 -0.2 0.000
H -0.971 -1.830 -4.841 0.1 -0.3 0.0 0.000
H 0.448 -2.863 -5.133 -0.4 0.0 0.1 0.002
C -2.597 -2.270 -2.292 -0.1 -0.1 -0.2 0.000
C -3.796 -1.600 -1.600 -0.3 -0.1 0.0 0.008
H -2.586 -3.367 -2.175 -0.3 0.3 -0.1 0.000
H -2.653 -2.086 -3.378 0.1 0.0 0.4 0.003
H -4.683 -1.757 -2.236 0.2 -0.1 0.4 0.001
H -4.003 -2.025 -0.604 0.0 0.1 -0.4 0.000
H -3.689 -0.506 -1.496 0.1 -0.5 0.0 0.009
N -1.331 1.235 2.843 0.4 0.1 -1.3 -0.001
C -2.120 0.097 2.689 -0.1 0.0 0.5 0.000
C -2.131 -0.194 1.360 0.6 0.2 0.2 0.009
N -1.288 0.696 0.713 -0.1 -0.6 -1.1 0.069
C -0.860 1.578 1.609 -0.1 -0.4 0.5 -0.012
H -1.091 1.781 3.676 -0.4 -0.6 -0.2 0.000
H -2.582 -0.468 3.505 0.2 0.7 -0.3 0.001
H -2.647 -0.947 0.783 0.0 0.0 0.4 -0.008
H -0.257 2.451 1.358 -0.1 -0.4 0.5 0.002
```
Positions in Å, forces in eV/Å.

Properties
- calculated total energy (eV) = -125261.32933
- total charge = +4
- HOMO energy (spin up / spin down) (eV) = -19.11 / -19.15
- spin multiplicity = 5
- relative energy (zero: lowest compared OMol25 entry of this formula, charge and spin) (kcal per mole) = 54.3

2.
Below is 2 unconnected molecules or ions with the total composition C17H22F3O5S, with properties calculated with ωB97M-V with the def2-TZVPD basis set.

```
48
Properties=species:S:1:pos:R:3:forces:R:3:lowdin_charge:R:1
C 0.450 1.735 -1.024 -0.3 0.3 -0.5 -0.051
C -0.007 1.302 0.379 -1.7 0.2 -1.4 -0.798
C -0.584 2.516 1.114 -0.2 0.2 -0.1 -0.067
C -1.141 0.229 0.211 0.7 0.5 -0.1 -0.147
C -0.690 -1.062 -0.067 -0.9 -0.4 0.2 -0.038
C -1.608 -2.114 -0.192 1.6 0.5 -0.1 -0.109
C -2.952 -1.854 -0.096 -1.7 0.0 0.0 -0.153
C -3.428 -0.566 0.177 1.3 0.4 0.1 -0.102
C -2.491 0.487 0.362 -1.2 -0.5 -0.1 -0.047
O 1.017 0.762 0.927 3.1 -1.3 2.2 -0.289
S 1.452 1.015 3.508 0.9 -0.4 -5.6 1.139
C 1.996 -0.805 2.939 0.1 1.4 -0.4 -0.679
F 3.230 -0.563 2.429 -0.7 -0.7 0.2 0.058
F 2.118 -1.602 4.015 0.2 0.0 0.2 0.074
F 1.314 -1.541 2.032 0.5 1.0 1.3 0.093
H -0.333 2.170 -1.635 -0.3 0.3 -0.4 0.060
H 1.254 2.445 -0.875 0.1 0.4 0.0 0.068
H 0.893 0.895 -1.556 -0.1 -0.3 0.1 0.069
H -1.303 3.006 0.450 -0.1 0.3 0.3 0.064
H -1.069 2.225 2.050 0.0 0.1 -0.1 0.064
H 0.239 3.195 1.349 0.0 0.1 -0.1 0.075
H 0.381 -1.218 -0.100 -0.1 0.0 -0.1 0.104
H -1.196 -3.110 -0.376 -0.4 0.1 0.0 0.095
H -3.681 -2.663 -0.243 0.3 0.3 0.1 0.089
H -4.486 -0.355 0.234 -0.1 -0.1 0.1 0.080
H -2.831 1.506 0.630 0.1 -0.8 -0.3 0.102
H 1.550 -0.059 5.425 -0.4 -1.0 0.4 0.103
C 1.024 0.813 5.083 -2.1 -0.2 5.1 -0.521
C -0.565 0.706 5.220 1.3 1.0 0.4 -0.496
O -1.294 1.665 5.143 0.4 -0.8 -0.3 0.107
O -0.937 -0.559 5.405 -0.9 -0.7 -1.4 -0.002
C -2.259 -0.913 4.784 0.2 0.3 1.0 -0.165
C -2.134 -1.776 3.554 0.4 0.0 -0.2 -0.062
C 1.537 1.760 6.202 -0.4 -0.1 0.5 -0.444
O 0.857 2.349 7.019 0.3 -0.6 -1.3 0.103
O 2.880 1.623 6.383 -0.9 0.4 0.8 -0.012
C 3.192 2.083 7.738 0.6 0.0 -0.5 -0.227
C 4.672 1.898 7.909 0.2 0.0 -0.2 -0.079
H -2.785 -1.428 5.604 0.0 0.3 -0.4 0.119
H -2.726 0.043 4.528 -0.1 -0.3 0.3 0.113
H -3.125 -2.105 3.219 0.1 0.2 0.2 0.082
H -1.696 -1.218 2.725 0.1 0.0 0.0 0.067
H -1.530 -2.666 3.720 0.1 0.0 0.1 0.080
H 2.894 3.130 7.825 0.1 -0.1 0.1 0.122
H 2.626 1.499 8.475 0.0 0.1 -0.3 0.129
H 4.958 2.247 8.895 0.1 0.1 0.2 0.070
H 4.948 0.844 7.823 0.0 0.1 -0.1 0.079
H 5.219 2.481 7.159 0.0 -0.2 0.1 0.083
```
Positions in Å, forces in eV/Å.

Properties
- calculated total energy (eV) = -47210.55193
- total charge = -1
- HOMO energy (eV) = -3.27

3.
Below is a molecular structure, C17H34CrN4O6, with properties calculated with ωB97M-V with the def2-TZVPD basis set.

```
62
Properties=species:S:1:pos:R:3:forces:R:3:mulliken_spin:R:1
Cr 0.394 1.175 0.069 0.1 -0.6 0.8 1.027
C 2.136 -1.081 1.852 0.0 -0.2 0.0 0.002
C 2.851 -0.515 0.658 0.0 0.1 0.0 0.002
O 2.384 0.855 0.484 0.2 0.0 -0.4 -0.005
C 2.994 1.785 1.417 0.0 -0.1 0.0 0.004
C 2.342 3.158 1.215 -0.1 0.0 -0.1 0.000
O 1.319 3.058 0.185 0.1 0.2 0.0 0.009
C 1.683 3.642 -1.106 0.1 0.0 0.1 -0.001
C 1.897 2.499 -2.058 -0.1 -0.1 -0.1 0.003
O 0.775 1.581 -1.857 0.1 0.2 -0.1 -0.013
C -0.455 1.865 -2.610 0.2 0.0 -0.1 0.003
C -1.396 2.666 -1.748 -0.2 -0.1 0.2 -0.003
O -1.323 2.070 -0.426 -0.1 0.3 -0.1 0.002
C -1.888 2.888 0.640 0.0 -0.1 -0.3 0.000
C -1.773 2.037 1.862 0.1 0.0 0.1 0.003
O -0.380 1.576 1.889 -0.1 0.2 0.0 0.003
C -0.029 0.852 3.117 -0.1 0.2 0.0 0.000
C -0.047 -0.611 2.793 0.0 -0.1 0.0 0.003
O 0.755 -0.784 1.618 0.0 0.1 -0.1 -0.004
H 2.476 -0.637 2.790 0.0 0.0 0.0 -0.001
H 2.295 -2.160 1.914 -0.1 0.0 0.0 -0.001
H 2.577 -1.035 -0.258 0.0 0.0 0.0 -0.002
H 3.936 -0.525 0.760 0.0 0.0 0.0 0.002
H 4.065 1.804 1.223 0.0 0.0 -0.1 0.000
H 2.835 1.429 2.432 0.1 0.0 0.0 0.000
H 3.072 3.897 0.898 0.0 0.0 0.1 -0.001
H 1.859 3.519 2.118 -0.1 0.0 0.0 0.001
H 2.583 4.246 -1.008 0.0 0.0 0.0 -0.001
H 0.869 4.299 -1.398 0.0 0.0 0.0 -0.001
H 2.787 1.923 -1.820 0.0 0.0 0.0 0.000
H 1.940 2.815 -3.099 0.0 0.0 0.0 -0.001
H -0.868 0.896 -2.871 0.0 0.0 0.0 0.000
H -0.201 2.399 -3.525 0.0 0.0 0.0 0.000
H -2.419 2.594 -2.120 0.0 0.0 0.0 0.000
H -1.123 3.717 -1.666 0.0 0.0 0.0 0.000
H -2.930 3.115 0.415 0.0 0.0 0.0 -0.001
H -1.308 3.809 0.711 0.0 0.0 0.0 0.001
H -2.424 1.164 1.822 0.0 0.0 0.0 0.000
H -1.973 2.627 2.755 0.1 0.0 0.0 0.000
H -0.745 1.116 3.895 0.0 0.0 0.0 0.000
H 0.952 1.211 3.419 0.0 0.0 0.0 0.000
H -1.051 -0.946 2.543 0.0 0.0 0.0 -0.001
H 0.320 -1.209 3.628 0.0 0.0 0.0 -0.001
C -0.700 -4.994 -0.443 0.0 0.0 0.0 0.000
C -1.840 -4.769 -1.432 0.0 0.0 0.1 0.000
C -3.211 -4.830 -0.761 0.0 0.0 -0.1 0.000
C -1.603 -3.516 -2.270 0.1 0.2 0.1 0.000
N -1.346 -2.284 -1.458 -0.3 -0.2 -0.1 -0.002
C -0.321 -1.451 -1.533 0.3 -0.1 0.2 0.003
N -0.510 -0.505 -0.630 -0.4 0.0 -0.2 -0.035
N -1.694 -0.774 -0.025 0.1 -0.1 0.0 0.002
N -2.190 -1.839 -0.516 0.1 0.1 -0.1 0.003
H -0.783 -5.981 0.010 0.0 0.0 0.0 0.000
H -0.734 -4.267 0.375 0.0 0.0 0.0 0.000
H 0.280 -4.938 -0.925 0.0 0.0 0.0 0.000
H -1.807 -5.563 -2.185 0.0 0.0 0.0 0.000
H -3.303 -4.117 0.057 0.0 0.0 0.0 0.000
H -3.362 -5.826 -0.348 0.0 0.0 0.0 0.000
H -4.016 -4.644 -1.473 0.0 0.0 0.0 0.000
H -2.438 -3.289 -2.931 0.0 0.0 0.0 0.000
H -0.699 -3.631 -2.867 0.0 0.0 -0.1 0.000
H 0.520 -1.565 -2.198 0.0 0.0 0.0 0.000
```
Positions in Å, forces in eV/Å.

Properties
- calculated total energy (eV) = -64818.05454
- total charge = +3
- HOMO energy (spin up / spin down) (eV) = -18.75 / -18.75
- spin multiplicity = 2
- relative energy (zero: lowest compared OMol25 entry of this formula, charge and spin) (kcal per mole) = 3.1

Sequential maximum force output: 5.6; 5.7; 1.0 eV/A